Formula: C17H19NO
Source: OMol25
Level of theory: ωB97M-V with the def2-TZVPD basis set

The geometry in ORCA input format:
```
! wB97M-V def2-TZVPD RIJCOSX def2/J DEFGRID3
* xyz 0 1
C -4.54 0.97 0.95
C -3.99 0.32 -0.25
C -4.76 -0.62 -0.97
N -4.04 -0.95 -2.21
C -2.73 -0.55 -1.89
C -1.61 -0.80 -2.68
C -0.41 -0.17 -2.31
C -0.41 0.87 -1.40
C -1.58 1.14 -0.65
C -2.68 0.33 -0.78
H -4.11 0.79 1.94
H -5.64 1.03 1.11
H -4.41 2.07 0.58
H -5.80 -0.84 -0.84
H -4.12 -1.84 -2.59
H -1.61 -1.64 -3.54
H 0.43 -0.30 -2.92
H 0.47 1.39 -1.09
H -1.68 1.91 0.09
C 2.54 -2.60 2.06
C 1.62 -1.82 1.05
C 2.40 -0.49 0.86
C 2.97 -0.25 -0.36
C 3.56 0.94 -0.57
C 3.66 1.82 0.58
O 4.51 2.89 0.29
C 2.99 1.77 1.79
C 2.28 0.45 1.89
H 1.97 -3.32 2.57
H 3.00 -1.92 2.86
H 3.46 -3.12 1.58
H 1.55 -2.27 0.00
H 0.62 -1.77 1.50
H 3.03 -1.08 -1.12
H 4.02 1.38 -1.48
H 4.15 3.76 0.57
H 3.07 2.52 2.56
H 1.85 -0.01 2.80
*
```

Values from the calculation:
- SMILES string = Cc1c[nH]c2ccccc12.CCc1ccc(O)cc1
- ΔE to the lowest compared entry with this formula, charge and spin (kcal per mole) = 93.2
- E (eV) = -21472.1922
- HOMO level (eV) = -7.896
- maximum force (Eh/bohr) = 0.0959
- LUMO (eV) = 0.7993


Formula: ClH2NOS2
Source: OMol25
Level of theory: ωB97M-V with the def2-TZVPD basis set

The geometry in ORCA input format:
```
! wB97M-V def2-TZVPD RIJCOSX def2/J DEFGRID3
* xyz 0 3
N 0.86 -1.25 0.03
O -0.72 1.74 -1.37
S -0.71 -0.83 -0.01
S -0.32 1.34 -0.08
Cl -1.54 2.32 1.33
H 1.25 -1.55 -0.78
H 1.18 -1.77 0.89
*
```

Values from the calculation:
- ΔE to the lowest compared entry with this formula, charge and spin (kcal per mole) = 10.4
- E (eV) = -37758.5320
- HOMO level (alpha / beta) (eV) = -6.028 / -9.709
- maximum force (Eh/bohr) = 0.0946
- LUMO (alpha / beta) (eV) = -0.0588 / -3.0693


Formula: C4H6O2
Source: OMol25
Level of theory: ωB97M-V with the def2-TZVPD basis set

The geometry in ORCA input format:
```
! wB97M-V def2-TZVPD RIJCOSX def2/J DEFGRID3
* xyz 0 1
C 2.23 -0.24 0.51
C 1.18 -1.00 0.69
O 0.27 -1.72 0.82
H 3.19 -0.75 0.55
H 2.15 0.84 0.42
C -1.90 0.18 -0.34
C -0.51 0.71 -0.56
O -0.16 1.82 -0.20
H -2.53 1.02 -0.03
H -2.31 -0.29 -1.24
H -1.92 -0.58 0.45
H 0.24 0.06 -1.05
*
```

Values from the calculation:
- SMILES string = C=C=O.CC=O
- ΔE to the lowest compared entry with this formula, charge and spin (kcal per mole) = 44.0
- E (eV) = -8338.5528
- HOMO level (eV) = -9.456
- maximum force (Eh/bohr) = 0.0196
- LUMO (eV) = 0.7132